No. 1
Molecular formula: C26H51FN3O11PS
Method: DFT, ωB97M-V/def2-TZVPD

Values from the calculation:
- HOMO energy: -8.8 eV
- Gap between HOMO and LUMO: 7.77 eV
- Electronic energy: -77618.4206 eV

Structure (ORCA input):
```
! RIJCOSX wB97M-V def2-TZVPD def2/J DEFGRID3
* xyz 0 1
N -1.158 2.317 -4.335
P -1.474 1.858 -2.881
O -0.864 2.953 -1.833
O -3.076 1.675 -2.573
C -0.736 0.211 -2.562
C -0.579 -0.658 -3.609
C -0.036 -2.015 -3.455
C 0.347 -2.447 -2.209
C 0.891 -3.862 -1.962
C -0.145 -4.572 -1.010
F -1.409 -3.973 -1.119
C 0.231 -1.541 -1.091
N 0.575 -1.734 0.200
S 0.201 -0.395 1.026
N -0.437 0.584 -0.149
C -0.317 -0.196 -1.225
H -2.022 2.455 -4.857
H -1.524 3.195 -1.165
H -3.583 2.417 -2.935
H -0.890 -0.267 -4.589
H 0.035 -2.661 -4.338
H 1.888 -3.819 -1.484
H 0.984 -4.430 -2.906
H -0.283 -5.634 -1.263
H 0.231 -4.434 0.019
C 5.573 2.943 1.225
O 5.201 3.518 -0.011
C 6.099 3.227 -1.072
C 5.371 2.792 -2.333
O 4.712 1.535 -2.255
C 3.559 1.439 -1.426
C 2.360 2.262 -1.865
O 2.578 3.649 -1.656
C 2.107 4.466 -2.710
H 6.339 3.552 1.716
H 4.686 2.911 1.861
H 5.932 1.916 1.101
H 6.817 2.452 -0.783
H 6.656 4.146 -1.289
H 6.128 2.670 -3.114
H 4.695 3.566 -2.694
H 3.816 1.635 -0.384
H 3.261 0.386 -1.471
H 1.489 1.973 -1.268
H 2.143 2.047 -2.918
H 2.334 4.036 -3.691
H 2.610 5.431 -2.637
H 1.029 4.623 -2.614
C -3.897 -2.936 -2.124
O -5.143 -3.286 -1.551
C -6.168 -2.337 -1.791
C -7.460 -2.997 -2.242
O -7.421 -3.606 -3.527
C -6.640 -4.785 -3.688
C -7.117 -6.000 -2.911
O -6.880 -5.854 -1.520
C -7.937 -6.318 -0.708
H -3.373 -2.217 -1.488
H -3.298 -3.839 -2.201
H -4.020 -2.528 -3.134
H -5.860 -1.598 -2.539
H -6.356 -1.811 -0.846
H -8.213 -2.208 -2.323
H -7.839 -3.692 -1.492
H -5.586 -4.579 -3.497
H -6.713 -5.031 -4.751
H -6.560 -6.881 -3.250
H -8.181 -6.163 -3.117
H -8.915 -6.033 -1.109
H -7.829 -5.864 0.277
H -7.882 -7.407 -0.599
C 3.418 2.832 8.607
O 3.154 3.297 7.300
C 4.324 3.583 6.548
C 4.256 3.001 5.147
O 4.291 1.581 5.070
C 3.160 0.854 5.538
C 1.878 1.062 4.751
O 1.334 2.352 4.982
C 0.826 2.973 3.822
H 3.634 3.670 9.276
H 2.525 2.317 8.965
H 4.246 2.116 8.621
H 5.222 3.210 7.052
H 4.403 4.674 6.470
H 5.152 3.338 4.616
H 3.412 3.402 4.586
H 3.004 1.023 6.604
H 3.436 -0.199 5.436
H 1.131 0.328 5.077
H 2.080 0.899 3.686
H 1.481 2.821 2.957
H 0.758 4.043 4.012
H -0.178 2.590 3.603
*
```



No. 2
Molecular formula: C26H52BrNO7SSr
Method: DFT, ωB97M-V/def2-TZVPD

Values from the calculation:
- HOMO energy: -12.3 eV
- Gap between HOMO and LUMO: 2.73 eV
- Electronic energy: -125321.8300 eV

Structure (ORCA input):
```
! RIJCOSX wB97M-V def2-TZVPD def2/J DEFGRID3
* xyz 2 1
C 3.049 -3.485 1.722
C 3.702 -3.916 0.414
C 4.184 -2.783 -0.521
C 3.905 -1.356 -0.039
C 4.536 -0.353 -0.999
C 4.099 1.106 -0.797
C 4.126 1.629 0.666
C 2.774 1.839 1.365
C 2.896 2.045 2.883
C 1.587 1.969 3.674
C 0.910 0.599 3.731
C -0.566 0.701 4.115
C -1.257 -0.616 4.510
C -0.799 -1.839 3.721
C -1.035 -1.825 2.206
C -2.395 -1.300 1.758
C -2.532 -1.109 0.243
C -3.757 -1.931 -0.322
O -4.643 -1.352 -1.216
C -4.510 -1.652 -2.607
C -4.903 -0.411 -3.391
O -4.463 -0.507 -4.724
C -3.164 0.008 -4.952
C -3.098 1.514 -4.756
O -1.838 1.960 -5.226
C -0.993 2.482 -4.222
C -1.446 3.850 -3.697
O -1.312 -1.696 -0.410
S -0.915 -0.938 -1.720
O 0.390 -0.379 -1.541
O -1.226 -1.701 -2.869
O -2.015 0.209 -1.612
C -2.384 0.379 -0.203
Br -4.036 1.299 -0.063
C -1.269 1.172 0.534
N -1.609 2.546 0.885
H 2.658 -4.358 2.248
H 3.758 -2.998 2.400
H 2.215 -2.802 1.553
H 4.550 -4.561 0.655
H 2.993 -4.541 -0.133
H 3.729 -2.907 -1.508
H 5.267 -2.877 -0.658
H 4.339 -1.242 0.964
H 2.826 -1.181 0.049
H 4.283 -0.635 -2.025
H 5.627 -0.416 -0.923
H 3.107 1.275 -1.233
H 4.801 1.720 -1.430
H 4.795 1.025 1.284
H 4.590 2.606 0.544
H 2.285 2.723 0.928
H 2.149 0.977 1.117
H 3.304 3.055 3.055
H 3.638 1.353 3.299
H 0.880 2.721 3.301
H 1.826 2.271 4.699
H 1.431 -0.019 4.473
H 1.018 0.076 2.770
H -0.637 1.383 4.972
H -1.119 1.204 3.310
H -2.342 -0.494 4.421
H -1.078 -0.813 5.572
H -1.268 -2.730 4.150
H 0.272 -1.961 3.881
H -0.961 -2.857 1.848
H -0.219 -1.291 1.705
H -2.646 -0.342 2.227
H -3.155 -2.003 2.104
H -3.319 -2.839 -0.756
H -4.350 -2.231 0.544
H -3.494 -1.962 -2.855
H -5.188 -2.479 -2.845
H -4.497 0.468 -2.878
H -5.989 -0.300 -3.408
H -2.909 -0.227 -5.986
H -2.421 -0.491 -4.315
H -3.229 1.787 -3.700
H -3.905 1.994 -5.319
H -0.916 1.760 -3.393
H -0.006 2.553 -4.681
H -1.864 3.792 -2.687
H -0.616 4.559 -3.669
H -2.217 4.261 -4.350
H -0.991 0.620 1.430
H -0.418 1.144 -0.143
H -1.384 2.751 1.850
H -1.110 3.212 0.310
Sr 5.221 4.006 -0.465
*
```



No. 3
Molecular formula: C26H53BBrCa2Cl2F4LiMgNO10P2S2
Method: DFT, ωB97M-V/def2-TZVPD

Values from the calculation:
- HOMO energy: -7.8 eV
- Gap between HOMO and LUMO: 1.45 eV
- Electronic energy: -239171.5336 eV

Structure (ORCA input):
```
! RIJCOSX wB97M-V def2-TZVPD def2/J DEFGRID3
* xyz 1 1
C 1.664 -4.215 -1.570
C 3.077 -3.545 -1.746
C 3.378 -2.429 -0.733
C 3.091 -2.841 0.721
N 2.601 -1.630 1.462
C 1.661 -2.038 2.535
C 0.259 -1.833 1.902
C -0.518 -3.126 1.612
C -2.062 -2.979 1.650
C -2.616 -2.693 0.246
O -2.166 -3.651 -0.693
O -4.010 -2.652 0.189
P -4.689 -1.008 0.421
C -6.329 -1.905 0.680
C -5.201 0.713 1.039
C -6.158 0.698 2.241
C -7.588 1.077 1.831
Cl -7.906 2.815 2.103
C -5.047 -0.651 -1.417
C -5.317 -1.832 -2.352
C -5.332 -1.292 -3.807
Br -7.089 -0.802 -4.410
O -3.067 -0.338 0.121
C -2.135 -1.289 -0.266
P -1.662 -1.345 -2.052
O -0.169 -1.611 -2.130
C 3.758 -0.948 1.920
S 4.538 -1.263 3.308
S 4.359 0.300 0.831
C 6.122 -0.016 0.725
C 6.681 0.519 -0.573
C 6.501 2.049 -0.813
H 1.117 -4.430 -2.513
H 1.072 -3.614 -0.890
H 1.798 -5.177 -1.083
H 3.884 -4.269 -1.765
H 3.108 -3.056 -2.746
H 4.444 -2.214 -0.799
H 2.887 -1.484 -0.967
H 2.280 -3.562 0.776
H 3.976 -3.219 1.233
H 1.840 -3.067 2.853
H 1.729 -1.423 3.425
H -0.345 -1.251 2.600
H 0.431 -1.242 1.011
H -0.255 -3.828 2.406
H -0.194 -3.594 0.685
H -2.472 -3.946 1.958
H -2.368 -2.206 2.348
H -2.075 -4.507 -0.259
H -4.380 -1.241 1.823
H -6.367 -2.259 1.739
H -6.294 -2.788 0.015
H -7.222 -1.354 0.404
H -5.563 1.371 0.246
H -4.272 1.163 1.382
H -6.117 -0.221 2.829
H -5.830 1.495 2.906
H -7.764 0.882 0.776
H -8.345 0.523 2.380
H -5.956 -0.045 -1.433
H -4.258 -0.006 -1.800
H -4.549 -2.608 -2.337
H -6.298 -2.282 -2.205
H -4.970 -2.084 -4.458
H -4.620 -0.470 -3.869
H -1.231 -0.908 0.199
H -2.354 -2.335 -2.772
H -1.924 -0.106 -2.716
H 6.365 -1.072 0.852
H 6.727 0.589 1.598
H 6.341 -0.072 -1.429
H 7.757 0.347 -0.483
H 6.212 2.518 0.142
H 5.739 2.257 -1.556
H 7.444 2.500 -1.084
Mg -5.811 -4.062 0.829
Cl 6.584 1.543 2.953
Li -1.267 0.030 -4.183
F 7.498 3.629 3.016
Ca 1.687 -2.558 -3.669
C 5.421 5.290 4.630
C 5.263 6.064 5.991
O 5.414 7.356 5.729
H 6.402 5.450 4.194
H 5.309 4.219 4.809
H 4.664 5.592 3.909
H 6.004 5.591 6.668
H 4.295 5.746 6.421
C 7.574 9.544 5.305
O 6.628 9.468 4.307
H 8.278 10.377 5.047
H 7.101 9.763 6.270
H 8.134 8.584 5.374
H 6.021 8.737 4.552
B -6.235 -1.943 -9.710
O -6.295 -0.519 -9.247
C -5.318 -0.311 -8.401
O -5.088 0.734 -7.843
C -4.524 -1.607 -8.234
O -3.557 -1.754 -7.518
O -5.054 -2.531 -8.983
F -6.032 -2.002 -11.074
F -7.391 -2.615 -9.356
F 6.315 4.226 -0.008
Ca 10.219 10.014 5.829
*
```



No. 4
Molecular formula: C26H53FN2O13P
Method: DFT, ωB97M-V/def2-TZVPD

Values from the calculation:
- HOMO energy: -11.6 eV
- Gap between HOMO and LUMO: 7.30 eV
- Electronic energy: -69413.3871 eV

Structure (ORCA input):
```
! RIJCOSX wB97M-V def2-TZVPD def2/J DEFGRID3
* xyz 1 1
C -3.568 0.575 -0.421
C -4.537 -0.744 -0.525
C -5.511 -0.634 -1.870
C -4.863 -1.504 -3.143
N -3.562 -0.912 -3.638
P -2.679 -1.993 -4.746
C -3.465 -3.757 -4.910
C -0.946 -2.302 -3.911
C -0.059 -3.292 -4.921
O 1.165 -3.780 -4.586
F -0.547 -3.721 -6.281
N -2.318 -1.275 -6.342
C -3.449 -0.836 -6.985
C -4.831 -1.683 -7.230
C -3.405 0.698 -7.629
H -2.702 0.532 -1.208
H -4.178 1.566 -0.617
H -3.087 0.665 0.647
H -5.162 -0.830 0.470
H -3.870 -1.717 -0.579
H -6.507 -1.219 -1.568
H -5.785 0.465 -2.161
H -4.765 -2.611 -2.724
H -5.679 -1.421 -4.003
H -3.696 0.048 -4.037
H -3.078 -4.394 -3.981
H -4.638 -3.655 -4.937
H -3.057 -4.201 -5.940
H -0.418 -1.267 -3.764
H -1.162 -2.855 -2.877
H -5.403 -1.187 -8.122
H -5.477 -1.840 -6.266
H -4.499 -2.762 -7.614
H -2.936 1.489 -6.885
H -2.754 0.590 -8.622
H -4.486 1.017 -8.013
C -4.994 -8.578 0.426
C -4.560 -9.238 -0.872
O -3.830 -8.326 -1.701
C -2.561 -8.056 -1.303
O -2.000 -8.522 -0.327
O -2.029 -7.159 -2.171
C -0.727 -6.709 -1.802
H -5.562 -7.665 0.221
H -5.614 -9.258 1.017
H -4.133 -8.286 1.034
H -5.450 -9.536 -1.438
H -3.975 -10.148 -0.691
H -0.041 -7.550 -1.661
H -0.787 -6.103 -0.892
H -0.342 -6.082 -2.610
C 2.396 -0.437 -1.536
C 1.029 0.205 -1.373
O 0.977 1.026 -0.200
C 1.629 2.213 -0.283
O 2.234 2.634 -1.254
O 1.509 2.845 0.911
C 2.244 4.064 0.990
H 2.671 -0.992 -0.633
H 2.404 -1.119 -2.391
H 3.176 0.315 -1.694
H 0.278 -0.581 -1.241
H 0.741 0.780 -2.260
H 1.976 4.744 0.175
H 3.318 3.852 0.978
H 1.999 4.550 1.938
C 3.154 3.128 8.356
C 2.586 4.135 7.371
O 3.133 3.948 6.060
C 2.665 2.873 5.376
O 1.830 2.078 5.771
O 3.304 2.825 4.180
C 2.978 1.674 3.404
H 4.248 3.167 8.357
H 2.788 3.326 9.367
H 2.876 2.104 8.088
H 2.868 5.145 7.689
H 1.491 4.102 7.341
H 1.897 1.586 3.258
H 3.377 0.775 3.886
H 3.450 1.779 2.424
C 6.870 4.642 5.952
C 5.659 5.383 5.410
O 5.705 6.774 5.751
C 6.595 7.523 5.052
O 7.335 7.121 4.170
O 6.533 8.795 5.517
C 7.501 9.665 4.934
H 6.963 4.798 7.032
H 6.789 3.571 5.752
H 7.798 5.004 5.499
H 4.753 4.975 5.871
H 5.555 5.255 4.326
H 7.434 9.660 3.841
H 8.505 9.376 5.260
H 7.302 10.681 5.286
*
```